C13H11N3O4 | ωB97M-V with the def2-TZVPD basis set

Geometry as ORCA input:
```
! wB97M-V def2-TZVPD RIJCOSX def2/J DEFGRID3
* xyz 0 1
O -0.174 1.165 -1.959
C -0.327 0.799 -0.801
C -0.402 1.781 0.321
C -0.104 3.106 0.154
C -0.069 3.666 1.487
C -0.465 2.634 2.322
O -0.687 1.499 1.607
C -0.332 -0.719 -0.484
O -1.098 -1.051 0.723
C 1.094 -1.202 -0.260
N 1.733 -0.671 0.954
C 1.402 -1.122 2.180
N 2.107 -0.478 3.067
C 2.892 0.408 2.327
N 2.655 0.337 1.024
C -0.942 -1.429 -1.634
C -2.255 -1.639 -1.905
C -2.353 -2.353 -3.148
C -1.060 -2.601 -3.501
O -0.178 -2.096 -2.568
H 0.174 3.585 -0.769
H 0.153 4.694 1.815
H -0.596 2.774 3.398
H -1.196 -0.219 1.255
H 1.128 -2.307 -0.237
H 1.719 -0.834 -1.061
H 0.639 -1.847 2.391
H 3.620 1.122 2.703
H -3.069 -1.299 -1.300
H -3.274 -2.614 -3.655
H -0.734 -3.088 -4.446
*
```

SMILES: O=C(c1ccco1)[C@](O)(Cn1cncn1)c1ccco1
E_HOMO, eV: -8.8

Atomic partial charges in e from the Löwdin method, atoms 1 to 8:
1. O 0.132
2. C -0.219
3. C -0.205
4. C 0.032
5. C -0.022
6. C -0.072
7. O 0.009
8. C -0.327